# 1
{"formula": "C4H8N2OS", "method": "wB97M-V/def2-TZVPD", "symbols": ["H", "S", "O", "C", "H", "H", "H", "N", "N", "C", "C", "H", "H", "C", "H", "H"], "xyz": [[-2.352, -1.614, 0.944], [3.643, -0.655, -0.112], [-1.337, -0.361, -0.229], [0.255, 2.054, 0.025], [-0.032, 2.172, 1.111], [0.732, 2.980, -0.284], [2.155, 1.128, -0.057], [-0.173, -1.108, -0.096], [1.122, 0.961, -0.170], [2.144, -1.210, 0.067], [-2.545, -1.165, -0.016], [2.021, -2.258, 0.352], [-3.338, -0.466, -0.060], [0.884, -0.400, -0.072], [-2.547, -1.928, -0.801], [-0.632, 1.870, -0.601]], "lowdin_charge": [0.0745, 0.7334, -0.2192, -0.1175, 0.0989, 0.0799, 0.0615, 0.0762, -0.0518, -0.5646, -0.0333, 0.0537, 0.0723, -0.4288, 0.0846, 0.0801], "smiles": "CN/C(C=S)=N\\OC", "de_lowest_ev": 3.0378, "lumo_ev": -0.643, "multiplicity": 1, "homo_ev": -8.44, "homo_lumo_gap_ha": 0.287}



# 2
{"formula": "C5H6O2", "method": "wB97M-V/def2-TZVPD", "symbols": ["H", "C", "H", "H", "O", "H", "C", "H", "C", "C", "H", "C", "O"], "xyz": [[-1.396, -2.261, -1.578], [-0.767, -1.363, -1.632], [-0.754, 1.581, 2.053], [0.803, 2.262, -0.015], [2.183, 1.678, 1.343], [-0.900, -0.904, -2.614], [-1.083, -0.423, -0.548], [0.766, -1.855, -0.576], [-0.777, 0.193, 0.444], [-0.088, 0.900, 1.514], [0.338, 0.186, 2.228], [1.065, 1.688, 0.897], [0.608, -1.684, -1.516]], "lowdin_charge": [0.1158, -0.2695, 0.1232, 0.1312, 0.0636, 0.1196, 0.0107, 0.0903, -0.0432, -0.1531, 0.1266, -0.2540, -0.0611], "smiles": "O=CCC#CCO", "de_lowest_ev": 2.7215, "lumo_ev": 0.766, "multiplicity": 1, "homo_ev": -9.90, "homo_lumo_gap_ha": 0.392}



# 3
{"formula": "C6H8S2", "method": "wB97M-V/def2-TZVPD", "symbols": ["S", "H", "H", "C", "C", "H", "H", "H", "C", "C", "H", "H", "C", "S", "C", "H"], "xyz": [[1.453, -0.737, -1.561], [-1.087, -0.656, 1.987], [2.752, -0.129, 0.284], [-0.902, 0.382, -0.731], [1.720, -0.443, 0.156], [-0.498, -2.285, 1.629], [-1.770, 1.386, 0.939], [1.241, -0.280, 2.147], [-0.513, -1.259, 1.233], [-1.159, 1.439, 0.094], [-0.755, 2.453, -0.231], [0.451, 1.460, -2.060], [0.064, 0.443, -1.887], [-1.438, -1.269, -0.337], [0.866, -0.691, 1.197], [-0.425, 0.185, -2.859]], "lowdin_charge": [0.8236, 0.0834, 0.0495, -0.6985, -0.4424, 0.0812, 0.0379, 0.1082, -0.4836, 0.0088, 0.0957, 0.0749, -0.4834, 0.8736, -0.2180, 0.0890], "smiles": "C=C1CSC=CCS1", "de_lowest_ev": 1.7972, "lumo_ev": 0.757, "multiplicity": 1, "homo_ev": -8.03, "homo_lumo_gap_ha": 0.323}



# 4
{"formula": "C28H29BN6SiZn", "method": "wB97M-V/def2-TZVPD", "symbols": ["H", "H", "H", "C", "H", "C", "H", "H", "C", "C", "H", "C", "C", "H", "C", "N", "H", "N", "H", "H", "H", "H", "N", "H", "C", "C", "H", "N", "C", "H", "C", "Zn", "C", "C", "C", "C", "N", "B", "H", "H", "C", "H", "H", "C", "H", "H", "H", "H", "C", "C", "C", "C", "H", "H", "C", "H", "N", "C", "C", "Si", "H", "C", "H", "C", "C", "C"], "xyz": [[2.206, 0.491, -6.195], [-1.227, 0.301, -2.975], [-4.776, 2.204, 1.928], [4.992, -0.548, 0.661], [-2.604, -3.502, -2.492], [2.017, 0.557, -5.121], [-1.207, 4.440, 1.933], [1.793, 0.860, 2.359], [1.982, -0.476, -2.925], [-2.123, 0.086, -2.355], [5.837, -0.604, 2.654], [-0.356, 4.215, 1.288], [4.963, -0.361, 2.046], [2.130, -1.357, -2.297], [1.828, 3.623, -0.369], [-2.694, -0.019, 0.689], [-4.446, -4.417, 1.373], [-3.151, -2.945, 0.671], [-2.908, -0.438, -2.927], [-2.994, 1.956, -0.078], [-3.434, -2.617, 2.889], [2.691, 3.399, -1.002], [-1.263, -2.319, 2.224], [-1.149, -2.892, 4.206], [3.882, -0.218, -0.125], [-0.156, 2.904, 0.840], [1.412, 2.637, -5.187], [-2.538, -2.618, -0.548], [-0.586, -2.648, 3.321], [-4.737, -0.220, 3.235], [1.573, 1.759, -4.558], [-1.620, -1.099, -0.900], [-2.947, -3.558, -1.458], [1.551, 0.738, -2.342], [0.781, -2.634, 3.030], [-4.136, 0.123, 2.402], [-3.242, -0.680, 1.771], [-2.791, -2.155, 1.989], [5.886, -0.950, 0.181], [-2.507, 1.034, -1.952], [2.217, -0.560, -4.302], [2.560, -1.503, -4.731], [0.381, 6.250, 1.269], [1.627, 4.931, 0.092], [1.564, -2.911, 3.709], [-4.261, -5.310, -1.258], [0.972, 2.791, -2.758], [-0.829, 2.102, 1.151], [3.807, 0.147, 2.653], [0.927, 2.599, -0.008], [2.693, 0.473, 1.876], [-3.787, -4.457, -0.811], [3.918, -0.349, -1.208], [2.331, 5.713, -0.197], [0.897, -2.282, 1.700], [3.770, 0.293, 3.734], [-0.357, -2.115, 1.216], [0.535, 5.229, 0.914], [-3.896, -4.045, 0.513], [1.240, 0.843, -0.518], [-0.645, -2.513, 0.320], [1.332, 1.851, -3.183], [1.755, -2.087, 1.071], [-4.161, 1.347, 1.729], [-3.239, 1.211, 0.669], [2.715, 0.301, 0.473]], "lowdin_charge": [0.0942, -0.0356, 0.0897, -0.0987, 0.1260, -0.1088, 0.0960, 0.0995, -0.1446, -0.2589, 0.0940, -0.0959, -0.1125, 0.0879, -0.1011, 0.0083, 0.1323, 0.0022, -0.0346, 0.1050, 0.1192, 0.1082, 0.0360, 0.1362, -0.1021, -0.1182, 0.0979, -0.1110, -0.0110, 0.1177, -0.0945, 0.6106, -0.0787, -0.3394, -0.0074, -0.0687, -0.0318, -0.4622, 0.0973, -0.0396, -0.1027, 0.0949, 0.0963, -0.0926, 0.1095, 0.0968, 0.0929, 0.0615, -0.1058, -0.3156, -0.1330, -0.0515, 0.0846, 0.0978, -0.0327, 0.0966, 0.0703, -0.1020, -0.0513, 0.6967, 0.1003, -0.1062, 0.1211, -0.0508, -0.1392, -0.3391], "lumo_ev": -0.212, "multiplicity": 1, "homo_ev": -5.10, "homo_lumo_gap_ha": 0.179}



# 5
{"formula": "C12H21N2O4", "method": "wB97M-V/def2-TZVPD", "symbols": ["H", "H", "H", "C", "N", "N", "H", "O", "H", "H", "H", "H", "H", "H", "O", "H", "H", "C", "C", "C", "C", "H", "C", "H", "H", "O", "C", "H", "C", "C", "H", "C", "H", "H", "O", "H", "C", "H", "C"], "xyz": [[-0.453, 2.117, 2.610], [0.728, -4.253, 2.144], [-0.674, -0.239, -1.150], [0.754, 0.269, -5.045], [-1.357, 1.681, -4.497], [1.235, 0.475, -1.287], [-0.463, 2.003, -0.363], [-0.295, -2.903, -0.678], [1.390, 1.373, 1.779], [-2.710, 1.456, 0.717], [1.599, 0.926, -5.234], [-2.602, -0.302, 4.303], [-2.811, -1.098, 2.750], [1.535, -2.779, 1.686], [1.380, -2.255, -2.031], [2.050, 2.760, 1.006], [2.535, 0.150, 0.290], [0.010, 2.492, 0.481], [0.603, -1.917, -1.266], [-1.971, 1.216, 1.475], [0.614, -3.341, 1.576], [0.071, 3.558, 0.290], [2.069, 1.008, -0.266], [-1.495, 0.289, 1.177], [-1.222, -0.431, 3.224], [0.699, -4.793, -0.214], [0.351, -3.751, 0.158], [0.559, -0.331, -5.933], [-0.974, 2.335, 1.682], [0.338, -0.474, -0.779], [-0.208, -2.797, 2.027], [-0.431, 1.064, -4.725], [1.000, -0.386, -4.208], [-1.546, 3.244, 1.862], [-2.663, 0.961, 2.718], [0.360, -0.505, 0.326], [1.383, 1.911, 0.836], [2.913, 1.544, -0.699], [-2.301, -0.278, 3.258]], "lowdin_charge": [0.0982, 0.0768, 0.1109, -0.0711, 0.1105, -0.1578, 0.0861, 0.0444, 0.0756, 0.1237, 0.0770, 0.0789, 0.0848, 0.0890, 0.1848, 0.0838, 0.0796, -0.1891, -0.4167, -0.2238, 0.0163, 0.0931, -0.3566, 0.0870, 0.0799, 0.1546, -0.5839, 0.0712, -0.1822, -0.2877, 0.0704, -0.3007, 0.0635, 0.1019, -0.2003, 0.0991, -0.1992, 0.0724, -0.1445], "de_lowest_ev": 3.4177, "lumo_ev": 3.060, "charge": -1, "multiplicity": 1, "homo_ev": -2.31, "homo_lumo_gap_ha": 0.197}



# 6
{"formula": "C4H12N2O2", "method": "wB97M-V/def2-TZVPD", "symbols": ["C", "C", "H", "N", "H", "C", "H", "H", "H", "O", "H", "H", "H", "H", "N", "H", "O", "C", "H", "H"], "xyz": [[-1.115, -0.215, -0.151], [1.721, 1.679, -0.247], [0.009, 1.391, -1.511], [-0.591, 0.922, 0.396], [1.867, 2.258, 0.655], [-0.211, 0.894, 1.801], [-1.307, -2.869, -0.709], [0.823, 0.623, 1.910], [-0.275, 1.924, 2.153], [-1.277, -1.263, 0.444], [1.893, -0.285, -0.791], [-0.088, 2.805, -0.519], [2.565, 0.114, 0.712], [-1.331, -4.362, -1.168], [2.387, 0.399, -0.237], [2.229, 2.337, -0.965], [-1.164, -3.462, -1.456], [0.216, 1.756, -0.501], [-0.803, 0.160, 2.324], [-1.206, -0.116, -1.214]], "lowdin_charge": [-0.3052, -0.2950, 0.1106, -0.1310, 0.1009, -0.0335, -0.0173, 0.0645, 0.0983, 0.0180, 0.0759, 0.1194, 0.0613, 0.0270, 0.0240, 0.1080, -0.0750, -0.1685, 0.0890, 0.1286], "smiles": "CN(C=O)CCN.O", "de_lowest_ev": 1.6048, "lumo_ev": 0.776, "multiplicity": 1, "homo_ev": -9.40, "homo_lumo_gap_ha": 0.374}



# 7
{"formula": "C4H17NO6", "method": "wB97M-V/def2-TZVPD", "symbols": ["N", "H", "H", "H", "O", "H", "O", "H", "C", "O", "H", "H", "H", "C", "O", "H", "H", "H", "C", "O", "H", "H", "C", "H", "H", "O", "H", "H"], "xyz": [[-1.098, 2.456, -0.407], [-2.900, -2.369, 1.012], [-1.861, -1.432, 0.280], [2.959, -0.540, 0.088], [-2.472, 1.111, 3.125], [-0.481, 3.128, -0.821], [0.287, -2.877, 2.729], [-1.606, 1.497, 3.255], [-0.534, 1.338, 0.088], [1.027, 1.178, -2.097], [1.042, 0.501, 1.073], [2.469, 1.909, -1.112], [-0.558, -3.041, 2.275], [1.806, 1.086, -0.914], [-1.193, 0.327, 0.309], [-0.491, -2.038, -2.129], [-2.062, 2.450, -0.693], [1.218, 2.266, 0.863], [2.545, -0.246, -0.858], [-2.075, -2.337, 0.527], [0.808, -2.802, 1.924], [-0.598, -1.538, -3.584], [0.959, 1.335, 0.384], [-2.453, 0.581, 2.329], [0.326, 0.540, -2.143], [-0.272, -1.303, -2.712], [1.863, -1.027, -1.199], [3.347, -0.153, -1.594]], "lowdin_charge": [0.1954, 0.0402, -0.0166, 0.0725, -0.0509, 0.1104, -0.0713, 0.0272, -0.5257, -0.0502, 0.1151, 0.1304, 0.0132, -0.3941, 0.0091, 0.0514, 0.1208, 0.1141, -0.0321, -0.0596, 0.0200, 0.0556, -0.0335, 0.0023, 0.0322, -0.0334, 0.0727, 0.0845], "smiles": "C[C@@H](O)CC(N)=O.O.O.O.O", "de_lowest_ev": 0.0000, "lumo_ev": 0.390, "multiplicity": 1, "homo_ev": -10.34, "homo_lumo_gap_ha": 0.394}



# 8
{"formula": "CH5NO3S", "method": "wB97M-V/def2-TZVPD", "symbols": ["O", "C", "H", "H", "H", "O", "H", "H", "O", "N", "S"], "xyz": [[0.986, 1.201, -1.789], [-0.160, -1.591, 0.293], [0.931, -1.712, 0.723], [-0.847, -1.288, 1.110], [-1.356, 1.635, -0.396], [1.671, 0.471, 0.411], [-0.459, 2.402, 0.600], [-0.623, -2.541, 0.111], [-0.196, -0.731, -0.782], [-0.599, 1.514, 0.246], [0.652, 0.639, -0.527]], "lowdin_charge": [-0.2563, -0.1726, 0.1296, 0.0926, 0.0612, -0.2515, 0.0391, 0.0782, -0.2613, -0.0304, 0.5714], "smiles": "COS(N)(=O)=O", "de_lowest_ev": 1.6852, "lumo_ev": 0.609, "multiplicity": 1, "homo_ev": -10.96, "homo_lumo_gap_ha": 0.425}